(1)
# C48H55BN7OP2Ti

A structure of composition C48H55BN7OP2Ti (ωB97M-V with the def2-TZVPD basis set, OMol25).

<S²> = 2.004
HOMO level (spin up / spin down) = -9.700 / -9.903 eV
Largest force on an atom = 0.014 hartree/bohr

Structure (ORCA input):
```
! RIJCOSX wB97M-V def2-TZVPD def2/J DEFGRID3
* xyz 1 3
Ti -0.21367 -0.08361 -0.99753
C -0.39183 3.29643 -2.81131
C 0.22211 2.10779 -3.47832
C 0.78801 2.01149 -4.75312
C 1.19074 0.69568 -4.88559
C 1.86300 0.06397 -6.05917
N 0.87822 0.04906 -3.74366
N 0.29283 0.92115 -2.87496
B 1.20092 -1.43546 -3.44884
N -0.10098 -2.22807 -3.10312
N -1.12576 -1.63249 -2.41403
C -2.21739 -2.37896 -2.61531
C -3.58908 -2.02122 -2.13889
C -1.90079 -3.46349 -3.43039
C -0.55981 -3.33145 -3.73603
C 0.22614 -4.23693 -4.62457
N 2.30733 -1.52902 -2.38064
N 2.59799 -0.45344 -1.58509
C 3.81145 -0.68212 -1.08586
C 4.60020 0.29732 -0.27586
C 4.28953 -1.92684 -1.52062
C 3.31513 -2.43254 -2.34661
C 3.32500 -3.71775 -3.10234
H -0.46054 4.12986 -3.50833
H 0.20330 3.62114 -1.95587
H -1.39395 3.05896 -2.45782
H 0.87729 2.79408 -5.49170
H 2.01320 0.81587 -6.83167
H 1.26223 -0.74451 -6.47734
H 2.83501 -0.34865 -5.78488
H 1.60377 -1.91640 -4.46576
H -4.05512 -1.30500 -2.82417
H -3.59714 -1.59599 -1.14162
H -4.22080 -2.90764 -2.14289
H -2.57004 -4.23432 -3.77932
H -0.46513 -4.85427 -5.19580
H 0.86857 -4.90445 -4.05105
H 0.85389 -3.68304 -5.32156
H 3.99756 0.82571 0.45557
H 5.06016 1.04601 -0.92532
H 5.39993 -0.22206 0.25269
H 5.24402 -2.37846 -1.29208
H 4.28942 -4.20616 -2.97168
H 3.16000 -3.56121 -4.16993
H 2.55277 -4.39777 -2.73702
C 0.39767 1.53592 2.69170
N -0.36858 0.53557 3.39949
C -1.16805 -0.48506 2.76645
P -1.91091 -0.01788 1.12903
C -3.36383 -1.10735 1.15696
C -4.66646 -0.62728 1.05639
C -5.73440 -1.51592 1.00735
C -5.50846 -2.88346 1.06474
C -4.21025 -3.36806 1.16782
C -3.14162 -2.48532 1.20783
C -2.51197 1.65290 1.50049
C -3.24858 1.91358 2.65756
C -3.58841 3.21640 2.98822
C -3.19216 4.27000 2.17106
C -2.45874 4.02078 1.02186
C -2.11819 2.71506 0.68776
C -0.26509 0.50513 4.79792
C 0.10606 1.65060 5.51245
C 0.21142 1.61720 6.89552
C -0.05911 0.45458 7.60247
C -0.43659 -0.68122 6.90083
C -0.53646 -0.66459 5.51687
P 1.06929 1.05088 1.03874
C 2.27754 2.38071 0.76284
C 2.93507 3.09976 1.76129
C 3.84414 4.09128 1.42173
C 4.10540 4.37554 0.08776
C 3.45792 3.66368 -0.91218
C 2.54805 2.67173 -0.57617
C 1.89192 -0.49956 1.53329
C 1.46528 -1.68325 0.93694
C 1.98460 -2.91003 1.32572
C 2.94889 -2.96294 2.31962
C 3.38344 -1.78979 2.92430
C 2.85434 -0.57007 2.53667
H 1.28529 1.72619 3.28849
H -0.11602 2.49629 2.57850
H -2.01469 -0.70068 3.41721
H -0.63268 -1.42854 2.62508
H -4.85023 0.44065 1.01271
H -6.74625 -1.13515 0.92747
H -6.34324 -3.57340 1.02916
H -4.02971 -4.43497 1.21084
H -2.13146 -2.87569 1.25808
H -3.54993 1.10005 3.30922
H -4.15700 3.41171 3.88997
H -3.45451 5.28719 2.43503
H -2.14339 4.84015 0.38625
H -1.53517 2.52257 -0.19936
H 0.28346 2.58666 4.99589
H 0.49465 2.52020 7.42370
H 0.02092 0.43452 8.68178
H -0.64711 -1.60172 7.43153
H -0.80289 -1.57923 5.00208
H 2.75684 2.90006 2.80920
H 4.34993 4.64448 2.20423
H 4.81608 5.15086 -0.17101
H 3.66625 3.87192 -1.95562
H 2.07678 2.07982 -1.35221
H 0.71469 -1.75320 0.14357
H 1.64184 -3.81761 0.84186
H 3.36269 -3.91497 2.62524
H 4.13681 -1.82684 3.70220
H 3.20566 0.33973 3.01186
C -3.74514 1.62261 -1.99411
O -2.52645 0.89514 -1.80272
H -3.80690 2.38077 -1.22177
H -4.60885 0.96119 -1.90329
H -3.76248 2.10849 -2.97067
H -2.46866 0.23004 -2.50232
*
```

Löwdin population analysis, charges in e, atoms 1 to 99: 0.70 -0.01 -0.32 0.03 -0.25 -0.02 0.03 -0.02 -0.51 0.03 0.00 -0.31 -0.02 0.02 -0.25 -0.01 0.01 0.09 -0.33 -0.02 0.02 -0.27 -0.01 0.09 0.07 0.05 0.12 0.08 0.09 0.09 0.11 0.09 0.04 0.09 0.12 0.09 0.07 0.07 0.04 0.09 0.09 0.12 0.09 0.08 0.08 -0.31 -0.15 -0.31 1.03 -0.39 -0.09 -0.06 -0.07 -0.07 -0.11 -0.37 -0.08 -0.05 -0.06 -0.06 -0.14 -0.23 -0.03 -0.08 -0.10 -0.08 -0.03 1.03 -0.37 -0.08 -0.06 -0.06 -0.06 -0.13 -0.37 -0.15 -0.06 -0.06 -0.05 -0.07 0.06 0.10 0.09 0.08 0.10 0.11 0.11 0.11 0.11 0.12 0.11 0.11 0.11 0.06 0.10 0.11 0.10 0.11 0.10

=====

(2)
# C21H40FeP2

A structure of composition C21H40FeP2 in a non-equilibrium geometry (ωB97M-V with the def2-TZVPD basis set, OMol25).

<S²> = 6.028
HOMO level (spin up / spin down) = -4.535 / -7.331 eV
Largest force on an atom = 0.110 hartree/bohr
Relative energy (zero: lowest compared OMol25 entry of this formula, charge and spin) = 292.0 kJ/mol

Structure (ORCA input):
```
! RIJCOSX wB97M-V def2-TZVPD def2/J DEFGRID3
* xyz 0 5
P -0.91157 -2.41686 -2.24270
P -0.94861 0.55525 -2.44857
C -1.25329 -1.76548 -3.94503
C -0.51406 -0.45005 -4.00299
H -2.34540 -1.64023 -4.00361
H -0.91007 -2.49759 -4.68958
H 0.58462 -0.56144 -3.96485
H -0.77268 0.19129 -4.85231
C -2.46751 1.36348 -3.04582
H -2.80316 2.01637 -2.22888
H -3.23919 0.62234 -3.29178
H -2.16252 1.94386 -3.92465
C 0.20448 1.85784 -2.97907
H -0.21185 2.25974 -3.91161
H 1.20380 1.47586 -3.21105
H 0.31603 2.70454 -2.29824
C -2.19387 -3.73110 -2.17323
H -3.08059 -3.36891 -1.62841
H -1.72944 -4.57833 -1.66695
H -2.47694 -3.96670 -3.21575
C 0.70738 -3.23333 -2.58484
H 1.47576 -2.49881 -2.85848
H 0.65484 -3.97104 -3.40272
H 1.08144 -3.74501 -1.68709
Fe -1.83477 -0.82892 -1.27556
C 1.49238 3.39895 1.79754
C 0.31182 2.92070 1.35296
C 0.12708 1.81165 0.38240
C 1.14130 0.64628 0.48095
C 2.43484 0.72076 -0.31804
C 2.95378 1.83189 -0.86135
C 3.20866 3.08616 -0.11677
C 2.88001 2.93101 1.40324
C -1.17020 -3.20105 1.14257
H 1.51842 4.26714 2.48540
H -0.58975 3.49200 1.62663
H 0.14689 2.21350 -0.63621
H -0.90695 1.43485 0.53123
H 1.31523 0.38428 1.52899
H 0.60225 -0.25832 0.14579
H 2.78261 -0.28109 -0.60305
H 3.33452 1.81403 -1.89694
H 2.66052 3.93594 -0.54958
H 4.26756 3.36220 -0.24710
H 3.01195 1.87891 1.68863
H 3.65767 3.50232 1.94121
H -0.24816 -3.75719 0.90755
H -1.75255 -3.16130 0.20714
H -1.75844 -3.77543 1.86552
C -1.60192 0.65118 3.88845
C -0.52245 -0.42940 3.89868
C 0.87499 0.16954 4.01216
C -0.73342 -1.33333 5.11461
C -0.61112 -1.17450 2.60374
C -0.91210 -1.84762 1.60260
H -1.51626 1.31819 4.76239
H -2.59443 0.18517 3.93390
H -1.54811 1.26988 2.98614
H 1.03596 0.67053 4.98149
H 1.62269 -0.63054 3.93714
H 1.06065 0.91510 3.23139
H -1.73054 -1.78869 5.11280
H 0.01735 -2.13485 5.14111
H -0.63560 -0.77557 6.06841
*
```

List of Löwdin charges in e, atom by atom: 0.68 0.66 -0.41 -0.40 0.08 0.09 0.07 0.08 -0.29 0.04 0.03 0.03 -0.28 0.04 0.04 0.03 -0.29 0.02 0.03 0.04 -0.24 0.04 0.05 0.03 0.04 -0.11 -0.13 -0.22 -0.20 -0.10 -0.15 -0.19 -0.18 -0.14 0.10 0.11 0.05 0.09 0.07 0.06 0.10 0.10 0.11 0.11 0.10 0.11 0.09 -0.01 0.09 -0.05 -0.61 -0.06 -0.06 0.03 -0.09 0.09 0.09 0.07 0.09 0.10 0.05 0.09 0.09 0.09

=====

(3)
# C4H7ClO2

An isolated molecule of C4H7ClO2 in a non-equilibrium geometry (ωB97M-V with the def2-TZVPD basis set, OMol25).

Structure (SMILES) = O[C@@H]1CO[C@H]1CCl
HOMO level = -9.645 eV
Largest force on an atom = 0.105 hartree/bohr
Relative energy (zero: lowest compared OMol25 entry of this formula, charge and spin) = 207.0 kJ/mol

Structure (ORCA input):
```
! RIJCOSX wB97M-V def2-TZVPD def2/J DEFGRID3
* xyz 0 1
O -2.13323 0.32805 -0.22720
C -0.79778 0.06280 -0.43503
C -0.51606 -1.37207 -0.56705
O 0.53205 -1.29393 0.45683
C 0.22125 0.07925 0.72800
C 1.38922 0.89297 0.70260
Cl 2.33770 0.65528 -0.76089
H -2.54246 0.79392 -1.11250
H -0.38767 0.68687 -1.17258
H -1.16418 -2.13628 -0.32087
H 0.06209 -1.49666 -1.53869
H -0.11024 0.08342 1.87767
H 1.06439 2.00188 0.81843
H 2.04493 0.71450 1.55129
*
```

List of Löwdin charges in e, atom by atom: -0.03 -0.38 -0.09 -0.12 -0.40 -0.57 0.63 0.19 0.12 0.11 0.14 0.20 0.13 0.08

=====

(4)
# C4H8N2S

An isolated molecule of C4H8N2S in a non-equilibrium geometry (ωB97M-V with the def2-TZVPD basis set, OMol25).

Structure (SMILES) = [H]/N=C\N(C=S)CC
HOMO level = -8.881 eV
Largest force on an atom = 0.159 hartree/bohr
Relative energy (zero: lowest compared OMol25 entry of this formula, charge and spin) = 460.9 kJ/mol

Structure (ORCA input):
```
! RIJCOSX wB97M-V def2-TZVPD def2/J DEFGRID3
* xyz 0 1
H -2.04811 -0.33283 0.78103
N -1.88806 -1.04503 -0.02202
C -0.61364 -1.50125 -0.06310
N 0.53418 -0.62080 0.32934
C 1.75473 -0.85182 -0.19145
S 3.18895 -0.17103 0.01513
C 0.09244 0.63343 0.59102
C -0.54499 1.50024 -0.46702
H -0.30893 -2.56500 -0.50266
H 1.74431 -1.86973 -0.56047
H -0.81500 0.51980 1.26258
H 0.94228 1.37805 1.10288
H -1.38054 2.44867 -0.10865
H -1.14676 0.72924 -1.18755
H 0.48914 1.74806 -0.97905
*
```

List of Löwdin charges in e, atom by atom: 0.07 0.04 -0.13 -0.18 -0.75 0.67 -0.41 -0.14 0.16 0.05 0.09 0.17 0.17 0.09 0.09

=====

(5)
# C8H16O4

A structure of composition C8H16O4 in a non-equilibrium geometry (ωB97M-V with the def2-TZVPD basis set, OMol25).

HOMO level = 0.853 eV
Largest force on an atom = 0.069 hartree/bohr

Structure (ORCA input):
```
! RIJCOSX wB97M-V def2-TZVPD def2/J DEFGRID3
* xyz -2 1
C -2.50654 -2.99881 1.05881
O -1.55550 -2.08842 0.57901
C -1.42616 -0.93420 1.40156
C -0.38329 0.01052 0.88448
O 0.90358 -0.41210 1.28582
C 1.81682 0.63174 1.51661
C 3.25412 0.11315 1.54753
O 3.77982 -0.25637 0.34319
H -2.22816 -3.38529 2.05630
H -3.50681 -2.53292 1.13046
H -2.56050 -3.84066 0.35706
H -1.17208 -1.25561 2.43018
H -2.39929 -0.40882 1.44416
H -0.68372 1.05602 1.09618
H 1.57056 1.12679 2.47874
H 1.71992 1.39925 0.71979
H 3.82981 0.93832 2.05108
H 3.25128 -0.71672 2.30433
C 0.54387 2.80136 -2.22533
O -0.45849 1.99035 -2.78736
C -0.54181 0.69258 -2.31681
C -0.89731 -0.20263 -3.26970
H 0.78068 3.59263 -2.94936
H 0.18910 3.25593 -1.28492
H 1.46218 2.23341 -2.00504
H -1.48437 -1.08109 -2.99344
H -0.86032 0.02408 -4.34539
H -0.43737 0.24753 -0.50793
*
```

List of Löwdin charges in e, atom by atom: -0.17 -0.19 -0.26 -0.28 -0.17 -0.28 -0.55 -0.39 0.07 0.07 0.08 0.11 0.11 0.08 0.09 0.11 0.06 0.07 -0.17 -0.27 -0.31 -0.14 0.06 0.07 0.08 -0.02 -0.01 0.15

=====

(6)
# C8H11F9N3O4S

A cluster of 2 separate species, C8H11F9N3O4S in total in a non-equilibrium geometry (ωB97M-V with the def2-TZVPD basis set, OMol25).

HOMO level = -1.849 eV
Largest force on an atom = 0.037 hartree/bohr

Structure (ORCA input):
```
! RIJCOSX wB97M-V def2-TZVPD def2/J DEFGRID3
* xyz -1 1
N 2.57064 0.18343 3.24276
C 1.31560 0.36597 2.76726
N 0.39463 1.17267 3.37536
C -0.80707 1.14918 2.47878
O -1.48646 2.37240 2.45899
C -0.18877 0.74116 1.15643
C -1.17006 0.14466 0.17967
C -0.64090 -0.96829 -0.72298
C -0.48358 -0.61063 -2.17832
F -0.21558 -1.73767 -2.90395
F -1.62437 -0.04327 -2.68224
C 0.67119 0.41156 -2.42992
F 0.27571 1.62433 -2.00188
F 1.74449 0.04607 -1.70856
S 1.30567 0.60908 -4.23336
F 2.67876 1.22974 -3.69005
F 1.92945 -0.85223 -4.15614
F -0.04632 0.03389 -4.83414
F 0.71895 2.08741 -4.37044
F 1.87901 0.73838 -5.71602
N 0.83177 -0.25860 1.61979
H 2.90968 -0.74616 3.41624
H 3.17881 0.96331 3.41613
H 0.78302 2.10430 3.54423
H -1.42948 0.31671 2.83508
H -1.35053 2.83456 3.29034
H 0.36490 1.62582 0.80605
H -1.63562 0.94270 -0.40207
H -1.87733 -0.31636 0.87244
H 0.28276 -1.41218 -0.36568
H -1.38736 -1.77314 -0.72037
H 0.27027 -1.08688 1.91675
C -2.46314 -3.00090 1.43721
O -3.60304 -3.53227 1.44215
O -1.38109 -3.63189 1.12526
O -2.31458 -1.72687 1.73517
*
```

List of Löwdin charges in e, atom by atom: 0.16 -0.35 0.15 -0.32 0.04 -0.25 -0.13 -0.06 -0.45 0.10 0.10 -0.41 0.12 0.11 0.80 -0.15 -0.13 -0.13 -0.15 -0.14 0.13 0.11 0.10 0.15 0.16 0.09 0.15 0.13 0.06 0.12 0.14 0.16 -0.98 -0.12 -0.17 -0.18